DFT (wB97M-V/def2-TZVPD) results for a cluster of 2 separate species, C4H7BrClF in total.

Atoms and positions in Å:
C1 -1.460 1.283 0.206
C2 -1.659 -0.235 -0.016
C3 -0.426 -0.977 0.384
C4 3.045 -0.523 -0.632
F1 2.049 -0.220 -1.464
Cl1 -0.563 -2.535 0.935
Br1 2.861 0.329 1.056
H1 -2.416 1.655 0.144
H2 -0.860 1.796 -0.616
H3 -0.808 1.421 1.079
H4 -2.391 -0.710 0.644
H5 -1.899 -0.583 -0.956
H6 0.545 -0.428 0.450
H7 3.982 -0.273 -1.214

2S+1: 1
Net charge: 0
ΔE to the lowest compared entry with this formula, charge and spin (kcal per mole): 87.43
HOMO-LUMO gap (alpha / beta) (eV): 6.531 / 9.969

Löwdin atomic charge list, values in e, 2 entries: -0.087, -0.326

---

DFT (wB97M-V/def2-TZVPD) results for a cluster of 2 separate species, CH4NO3 in total.

Atoms and positions in Å:
C1 -1.346 -0.993 0.500
N1 1.387 0.729 -0.848
O1 1.336 1.454 0.391
O2 -0.912 -0.079 1.191
O3 -2.249 -1.788 0.544
H1 0.571 1.190 0.893
H2 -0.823 -1.173 -0.585
H3 1.544 -0.264 -0.743
H4 0.491 0.923 -1.343

2S+1: 1
Net charge: -1
ΔE to the lowest compared entry with this formula, charge and spin (kcal per mole): 65.53
HOMO-LUMO gap (eV): 8.494

Löwdin atomic charge list, values in e, 2 entries: -0.768, -0.073

---

DFT (wB97M-V/def2-TZVPD) results for a structure of composition C32H93AsF6N7O13.

Atoms and positions in Å:
As1 0.829 0.106 0.714
F1 1.620 -1.229 1.467
F2 -0.620 -0.866 0.463
F3 0.069 1.435 -0.161
F4 2.268 1.103 0.931
F5 1.442 -0.411 -0.848
F6 0.194 0.642 2.245
C1 -3.084 4.603 1.010
C2 -2.710 3.457 1.924
C3 -3.209 2.084 1.419
O1 -4.581 2.073 1.103
C4 -5.145 0.800 1.079
N1 -1.216 3.413 1.972
H1 -2.627 4.465 0.027
H2 -2.764 5.565 1.414
H3 -4.167 4.693 0.890
H4 -3.040 3.581 2.958
H5 -3.027 1.344 2.207
H6 -2.646 1.910 0.493
H7 -6.154 0.775 0.672
H8 -5.266 0.353 2.076
H9 -4.564 0.087 0.485
H10 -1.069 2.434 2.221
H11 -0.955 3.446 0.987
C5 0.134 -4.474 0.023
C6 1.587 -4.488 -0.408
C7 1.719 -3.881 -1.819
O2 3.080 -3.900 -2.170
C8 3.394 -3.239 -3.392
N2 2.487 -3.843 0.565
H12 -0.455 -5.142 -0.605
H13 -0.224 -3.442 -0.044
H14 0.045 -4.775 1.067
H15 1.933 -5.528 -0.491
H16 1.388 -2.830 -1.779
H17 1.083 -4.409 -2.539
H18 3.177 -2.177 -3.247
H19 2.843 -3.618 -4.253
H20 4.467 -3.393 -3.471
H21 2.007 -3.048 0.988
H22 3.196 -3.434 -0.042
C9 -1.803 2.345 5.618
C10 -0.952 1.150 5.991
C11 -1.644 -0.147 5.540
O3 -2.931 -0.354 6.058
C12 -3.504 -1.549 5.559
N3 0.401 1.378 5.493
H23 -2.793 2.296 6.076
H24 -1.945 2.375 4.532
H25 -1.398 3.333 5.839
H26 -0.887 1.097 7.084
H27 -0.949 -0.984 5.702
H28 -1.733 -0.071 4.442
H29 -3.781 -1.568 4.502
H30 -4.416 -1.707 6.132
H31 -2.796 -2.356 5.759
H32 0.346 1.500 4.483
H33 0.978 0.550 5.627
C13 -3.658 -6.836 4.079
C14 -3.402 -5.383 3.634
C15 -1.974 -4.992 4.021
O4 -1.749 -3.650 3.679
C16 -0.398 -3.258 3.805
N4 -3.579 -5.300 2.170
H34 -4.726 -7.033 4.000
H35 -3.319 -7.011 5.100
H36 -3.149 -7.547 3.427
H37 -4.126 -4.699 4.077
H38 -1.279 -5.685 3.534
H39 -1.855 -5.123 5.107
H40 -0.233 -2.251 3.423
H41 0.290 -3.920 3.270
H42 -0.059 -3.294 4.846
H43 -3.091 -4.468 1.835
H44 -3.087 -6.083 1.749
C17 5.378 4.471 -2.103
C18 6.335 3.402 -2.633
C19 5.724 2.031 -2.865
O5 5.136 1.611 -1.633
C20 4.555 0.335 -1.784
N5 6.994 3.868 -3.858
H45 4.470 4.446 -2.718
H46 5.715 5.506 -2.107
H47 5.058 4.185 -1.100
H48 7.077 3.271 -1.830
H49 6.560 1.385 -3.140
H50 4.930 2.072 -3.613
H51 4.375 -0.105 -0.801
H52 5.231 -0.380 -2.269
H53 3.608 0.311 -2.332
H54 7.434 4.767 -3.688
H55 7.796 3.257 -4.011
C21 -6.595 2.004 -1.741
C22 -5.662 2.670 -2.743
C23 -4.194 2.489 -2.320
O6 -3.277 3.141 -3.176
C24 -1.962 2.665 -2.887
N6 -5.962 2.188 -4.084
H56 -7.612 1.919 -2.122
H57 -6.624 2.545 -0.794
H58 -6.273 1.006 -1.431
H59 -5.858 3.742 -2.631
H60 -3.996 1.407 -2.342
H61 -4.094 2.843 -1.287
H62 -1.845 1.620 -3.169
H63 -1.751 2.827 -1.824
H64 -1.262 3.329 -3.394
H65 -5.193 2.377 -4.719
H66 -6.055 1.178 -4.036
C25 -0.750 -1.056 -6.643
C26 -0.145 -0.503 -5.349
C27 0.764 -1.522 -4.673
O7 0.110 -2.664 -4.154
C28 -0.856 -2.400 -3.150
N7 0.608 0.753 -5.500
H67 -1.456 -1.839 -6.365
H68 0.046 -1.615 -7.145
H69 -1.141 -0.269 -7.281
H70 -0.955 -0.281 -4.639
H71 1.383 -1.069 -3.888
H72 1.457 -1.924 -5.419
H73 -0.586 -1.570 -2.491
H74 -0.956 -3.288 -2.525
H75 -1.820 -2.230 -3.639
H76 0.754 1.115 -4.555
H77 0.003 1.391 -6.007
C29 1.944 2.873 -2.735
C30 2.221 3.481 -4.071
O8 1.050 4.013 -4.697
O9 1.332 1.601 -2.837
H78 1.316 3.584 -2.174
H79 2.826 2.858 -2.082
H80 2.822 2.883 -4.764
H81 2.844 4.376 -3.888
H82 1.152 3.889 -5.644
H83 1.239 1.226 -1.947
C31 4.656 -0.569 3.366
C32 4.367 0.756 4.004
O10 5.363 1.721 3.718
O11 5.889 -1.185 3.733
H84 4.661 -0.533 2.268
H85 3.855 -1.263 3.635
H86 4.283 0.602 5.084
H87 3.381 1.081 3.650
H88 5.143 2.109 2.853
H89 6.589 -0.582 3.459
O12 -2.783 -2.103 1.668
H90 -2.009 -1.822 1.157
H91 -2.420 -2.317 2.551
O13 4.640 2.469 0.983
H92 5.049 2.311 0.115
H93 3.733 2.130 0.879

2S+1: 1
Net charge: -1
HOMO-LUMO gap (eV): 9.280

Löwdin atomic charge list, values in e, 2 entries: 0.815, -0.235

---

DFT (wB97M-V/def2-TZVPD) results for a structure of composition C11H23Br3FO8S2.

Atoms and positions in Å:
F1 0.295 -0.381 0.149
O1 1.038 1.918 -1.577
C1 1.143 2.976 -1.082
O2 0.072 3.756 -0.748
C2 0.547 4.928 -0.061
C3 1.957 5.132 -0.569
C4 2.445 3.712 -0.728
H1 0.542 4.666 0.994
H2 -0.081 5.803 -0.212
H3 2.511 5.685 0.195
H4 1.940 5.705 -1.496
H5 2.697 3.271 0.242
H6 3.254 3.481 -1.411
O3 -1.186 0.021 -2.671
S1 -2.431 0.567 -2.204
O4 -3.295 1.273 -3.101
O5 -3.308 -0.694 -1.635
C5 -2.615 -1.649 -0.839
C6 -3.504 -2.879 -0.781
C7 -2.265 1.465 -0.655
H7 -2.459 -1.240 0.164
H8 -1.629 -1.901 -1.233
H9 -4.391 -2.649 -0.186
H10 -3.012 -3.772 -0.399
H11 -3.854 -3.201 -1.765
H12 -3.170 1.351 -0.058
H13 -2.048 2.493 -0.916
H14 -1.479 0.979 -0.068
O6 4.406 -3.542 0.605
S2 3.200 -2.850 0.249
O7 3.135 -2.233 -1.049
O8 1.947 -3.830 0.451
C8 0.641 -3.234 0.189
C9 -0.337 -4.372 0.094
C10 2.836 -1.674 1.570
H15 0.701 -2.550 -0.659
H16 0.404 -2.625 1.064
H17 -1.366 -4.041 -0.029
H18 -0.222 -5.030 0.956
H19 -0.166 -5.005 -0.783
H20 2.626 -2.284 2.451
H21 1.977 -1.028 1.393
H22 3.702 -1.057 1.798
C11 -0.230 0.898 2.743
Br1 1.243 0.470 3.943
Br2 -0.458 2.830 2.643
Br3 -1.759 -0.185 3.287
H23 0.007 0.525 1.735

2S+1: 1
Net charge: -1
ΔE to the lowest compared entry with this formula, charge and spin (kcal per mole): 0.00
HOMO-LUMO gap (eV): 8.128

Löwdin atomic charge list, values in e, 2 entries: -0.534, 0.165